This record from the OMol25 dataset describes a structure of composition C25H71FeN10O13 in a non-equilibrium geometry. The level of theory is ωB97M-V with the def2-TZVPD basis set.

Structure (XYZ):
```
120
Properties=species:S:1:pos:R:3
Fe 16.9311 3.9436 19.1918
C 15.2621 6.3675 22.7430
C 16.0778 6.1390 21.4385
C 17.5793 6.5316 21.6549
O 15.7396 4.9471 20.7207
H 15.5827 5.6684 23.5154
H 14.1991 6.2022 22.5675
H 15.2721 7.4102 23.0606
H 15.7180 6.9277 20.7777
H 18.1152 5.9060 22.3687
H 17.6808 7.5717 21.9650
H 18.0252 6.4433 20.6642
O 18.1577 5.1680 17.9624
C 19.4819 5.0052 18.4287
C 19.7949 3.8294 19.4568
O 18.7658 3.1427 20.1595
H 19.8104 5.9524 18.8566
H 20.1930 5.0039 17.6026
H 20.6545 4.0349 20.0947
H 20.1993 3.0526 18.8078
C 16.1306 0.9620 19.7724
O 16.0314 2.1737 19.6034
N 15.1485 0.1323 19.6111
N 17.2798 0.4372 20.0537
H 15.3643 -0.8396 19.7813
H 14.2159 0.5164 19.5581
H 17.3851 -0.5646 20.1275
H 17.9631 1.1436 20.2866
C 17.7486 8.6892 17.0579
O 17.6318 9.9014 16.8060
N 17.4777 8.2310 18.2482
N 18.1449 7.7337 16.2518
H 16.8421 8.7321 18.8523
H 17.5080 7.2237 18.3155
H 18.5184 7.9701 15.3437
H 18.0450 6.8304 16.6925
C 15.0717 3.2060 16.5890
O 15.6227 3.8788 17.4452
N 15.6084 2.8040 15.5142
N 14.0115 2.5461 16.8549
H 16.3794 3.4262 15.3180
H 15.0489 2.2787 14.8576
H 13.6881 1.9387 16.1155
H 13.5632 2.6109 17.7576
C 22.3545 7.3171 16.4486
O 23.2813 6.5581 16.8405
N 21.4239 7.7783 17.3253
N 22.2737 7.6857 15.2359
H 20.5373 8.0970 16.9612
H 21.5731 7.5850 18.3054
H 21.4217 8.1317 14.9274
H 22.8687 7.3886 14.4757
C 20.3476 0.0312 21.8428
O 20.9247 -1.0439 22.0006
N 19.4047 0.4604 22.6366
N 20.3768 0.7730 20.7874
H 18.8475 1.2610 22.3746
H 19.2176 -0.0578 23.4830
H 19.8720 1.6433 20.6991
H 20.9341 0.4549 20.0075
C 19.6435 0.5404 17.1231
C 20.8614 -0.1646 16.4610
C 20.6700 -0.1790 14.9709
O 22.0464 0.5842 16.7411
H 19.6281 1.6020 16.8766
H 19.4534 0.3880 18.1855
H 18.6950 0.3828 16.6096
H 20.9386 -1.1553 16.9088
H 19.7304 -0.6355 14.6595
H 21.4280 -0.7160 14.4007
H 20.5716 0.8347 14.5825
H 22.2330 0.6341 17.6815
C 21.6605 2.6567 23.4941
C 20.9813 3.9729 23.7971
C 21.5570 5.1666 23.0567
O 19.6123 3.8643 23.4421
H 21.4406 2.4535 22.4460
H 21.3646 1.7674 24.0507
H 22.7466 2.7431 23.5273
H 20.9114 4.2683 24.8440
H 22.6220 5.3584 23.1868
H 20.9997 6.0061 23.4723
H 21.2825 5.1948 22.0022
H 19.5585 3.7030 22.4973
C 24.0576 4.8139 20.1986
C 24.5006 4.0872 18.9207
C 23.3369 3.3558 18.1235
O 25.0844 5.0783 18.1129
H 24.7796 5.5356 20.5806
H 23.6642 4.1319 20.9524
H 23.1726 5.3447 19.8478
H 25.1817 3.2715 19.1632
H 23.6308 3.0307 17.1254
H 22.5292 4.0774 18.0011
H 22.9845 2.4026 18.5176
H 24.3346 5.6554 17.9505
C 20.3141 4.0328 14.6576
C 19.3399 5.1766 14.6323
C 19.1403 5.6970 13.1929
O 18.0906 4.7384 15.1373
H 20.5764 4.0455 15.7155
H 21.2207 4.2902 14.1099
H 19.9888 3.0155 14.4397
H 19.7770 5.9127 15.3070
H 18.5496 6.6007 13.0431
H 18.6256 4.9746 12.5594
H 20.0262 5.8683 12.5814
H 18.1416 4.8424 16.0903
C 22.4163 8.0588 20.7418
C 20.9242 8.0552 21.1103
C 20.6555 8.7251 22.4491
O 20.1360 8.7749 20.1628
H 22.8395 9.0510 20.5850
H 22.5740 7.4486 19.8525
H 23.1075 7.5914 21.4431
H 20.4730 7.0668 21.0234
H 21.2370 9.6461 22.4907
H 20.9859 8.1318 23.3017
H 19.5988 8.9835 22.5180
H 19.3133 8.3032 20.0131
```

As for the net charge: -1. As for the expectation value of S²: 6.01. As for the spin multiplicity: 5. The HOMO energy (spin up / spin down) comes out at -4.8143 / -4.6333 eV. The calculation puts the LUMO energy (spin up / spin down) at 1.76 / 1.75 eV. Its total energy is -102986.202 eV.

Atomic partial charges in e from the Löwdin method, atoms 1 to 8: number 1, Fe, carries 0.86; number 2, C, carries -0.08; number 3, C, carries -0.56; number 4, C, carries -0.06; number 5, O, carries -0.33; number 6, H, carries 0.07; number 7, H, carries 0.06; number 8, H, carries 0.06